[1]
C3H8IN2S | ωB97M-V with the def2-TZVPD basis set

```
15
Properties=species:S:1:pos:R:3:forces:R:3
C 0.0969 0.7364 -1.1891 2.9 0.1 -1.2
C -0.7922 -0.5954 0.7091 0.7 -0.1 -2.0
C 1.5276 -0.6626 0.2996 -1.2 1.4 3.0
N 0.2957 -0.1735 -0.2822 -1.9 -0.2 1.2
N -1.0586 1.1480 -1.6452 0.6 0.9 -0.2
S 1.6706 1.4588 -2.2792 -2.0 -0.6 1.9
I 2.1872 3.5224 -1.1427 -0.2 -0.6 -0.2
H -1.1699 -1.5910 0.5987 0.1 -0.7 -0.7
H -0.4168 -0.5377 1.6722 1.3 0.2 1.8
H -1.5946 0.0471 0.7382 -1.9 1.7 -0.5
H 2.2894 -0.8867 -0.3420 1.9 -0.2 -1.8
H 1.7900 0.0635 1.1408 0.2 -0.9 -1.3
H 1.1835 -1.5420 0.8147 0.6 -0.6 0.0
H -1.9369 0.7252 -1.4108 -0.3 0.1 0.2
H -0.9771 2.0482 -2.1122 -0.7 -0.5 -0.2
```
Forces are in eV/Å.

Calculated values
- frontier orbital gap (eV) = 8.19
- energy above the lowest of the compared OMol25 structures with the same formula, charge and spin (eV) = 1.462
- E (Eh) = -924.2184
- charge = +1

---

[2]
C23H28N4O3 | ωB97M-V with the def2-TZVPD basis set

```
58
Properties=species:S:1:pos:R:3:forces:R:3
C -5.9887 -3.2060 0.7510 0.1 0.2 -0.3
C -5.8058 -1.7442 0.5470 -0.3 0.1 0.8
C -6.0603 -0.6766 1.3534 0.1 -0.5 -0.2
C -5.6784 0.4759 0.6219 0.2 -0.1 -0.6
C -5.2224 0.0324 -0.5835 -0.2 0.9 0.3
C -4.6146 0.7526 -1.7471 0.1 -0.2 0.1
N -3.1759 0.9528 -1.6481 0.0 0.1 -0.2
C -2.4485 -0.3045 -1.5755 0.1 -0.2 -0.1
C -0.9504 -0.0486 -1.7142 -0.1 -0.1 0.2
C -0.4373 0.9472 -0.6694 -0.1 0.3 -0.6
N -0.3531 0.3500 0.6452 0.8 0.0 0.5
N -1.3727 -0.3027 1.1950 -0.7 -0.2 0.0
C -0.9585 -0.7456 2.3648 0.3 0.1 -0.1
C 0.3673 -0.3725 2.5987 0.2 0.2 -0.2
C 0.7220 0.3408 1.4699 -0.2 -0.1 0.4
N 1.9524 0.9310 1.1652 0.1 -0.6 0.0
C 2.1442 2.2563 0.9367 0.5 0.3 0.0
O 1.2505 3.0695 0.8699 -0.1 0.1 0.0
C 3.6119 2.6372 0.7736 0.0 -0.2 -0.1
C 4.4177 1.6876 -0.1104 0.0 0.4 -0.2
O 4.6528 0.4927 0.6120 0.1 -0.1 0.1
C 5.4063 -0.4958 0.0379 0.1 -0.2 0.0
C 5.6016 -1.6334 0.8205 -0.1 0.2 0.0
C 6.3481 -2.6881 0.3382 0.0 0.0 0.0
C 6.9082 -2.6259 -0.9284 0.1 -0.1 -0.1
C 6.7118 -1.4997 -1.7046 0.1 -0.1 0.0
C 5.9637 -0.4328 -1.2321 -0.2 0.3 0.1
C -1.3297 2.1915 -0.6719 -0.1 -0.1 0.3
C -2.7992 1.8132 -0.5379 0.1 0.2 0.0
O -5.2967 -1.3193 -0.6304 0.1 -0.3 -0.2
H -5.0298 -3.7202 0.6923 0.0 -0.1 0.0
H -6.6394 -3.6201 -0.0185 -0.1 -0.1 0.0
H -6.4301 -3.3867 1.7265 0.0 0.0 0.0
H -6.4667 -0.7035 2.3440 -0.1 -0.1 0.2
H -5.7426 1.4941 0.9479 0.0 0.3 0.0
H -4.8052 0.1782 -2.6584 -0.1 0.1 0.0
H -5.0799 1.7368 -1.8463 0.0 -0.1 0.0
H -2.7821 -0.9403 -2.4002 0.0 0.0 0.0
H -2.6350 -0.8287 -0.6276 -0.1 0.0 -0.3
H -0.4111 -0.9941 -1.6280 0.1 0.0 0.0
H -0.7533 0.3765 -2.6997 0.0 0.0 0.0
H 0.5854 1.2419 -0.9293 -0.2 -0.1 0.1
H -1.6193 -1.3077 2.9940 -0.2 -0.1 0.1
H 0.9755 -0.5796 3.4548 0.2 0.0 0.2
H 2.7786 0.3647 1.3190 -0.1 0.1 -0.1
H 4.0672 2.6633 1.7667 0.0 0.1 0.0
H 3.6449 3.6432 0.3551 0.0 -0.1 0.0
H 5.3751 2.1587 -0.3696 -0.1 -0.1 0.0
H 3.8696 1.4702 -1.0377 0.1 0.0 0.1
H 5.1618 -1.6654 1.8054 0.0 0.0 0.1
H 6.4943 -3.5629 0.9536 0.0 -0.1 0.1
H 7.4930 -3.4507 -1.3054 0.0 -0.1 0.0
H 7.1429 -1.4412 -2.6929 0.0 0.0 -0.1
H 5.8260 0.4335 -1.8598 0.0 0.1 0.0
H -1.0272 2.8560 0.1372 0.0 0.0 0.0
H -1.1803 2.7095 -1.6200 0.0 0.0 0.0
H -3.4109 2.7175 -0.5827 0.0 0.0 0.0
H -2.9676 1.3222 0.4325 -0.1 0.2 -0.1
```
Forces are in eV/Å.

Calculated values
- frontier orbital gap (eV) = 8.42
- energy above the lowest of the compared OMol25 structures with the same formula, charge and spin (eV) = 3.356
- E (Eh) = -1337.9680

---

[3]
C23H50MgN2O2P3 | ωB97M-V with the def2-TZVPD basis set

```
81
Properties=species:S:1:pos:R:3:forces:R:3
Mg -0.1380 -0.2455 0.3149 1.0 -0.1 1.6
P 2.2173 -1.0863 0.2309 0.3 -0.2 -0.1
C 2.4099 -1.4892 -1.5299 0.2 -0.1 -0.2
C 1.0601 -1.7377 -2.1910 0.2 0.0 0.1
N -0.0782 -1.2326 -1.6508 -0.3 0.1 -0.6
C -1.2462 -1.4039 -2.3196 0.2 -0.5 -0.1
C -1.3254 -2.1736 -3.4700 0.0 0.2 -0.1
C -0.1677 -2.7308 -4.0017 0.1 0.2 0.4
C 1.0407 -2.4934 -3.3569 -0.2 -0.2 0.0
C -2.5324 -0.7986 -1.7931 0.0 0.1 0.2
P -2.2504 0.7000 -0.7635 -0.9 -0.1 -0.3
H 1.9866 -2.9106 -3.7045 -0.4 0.1 -0.1
H -2.3055 -2.3012 -3.9278 0.3 -0.1 0.0
H -0.2062 -3.3325 -4.8941 0.0 -0.1 -0.1
H -3.1954 -0.5357 -2.6288 0.2 -0.2 0.2
H -3.0741 -1.5214 -1.1650 0.2 0.0 -0.1
H 2.9219 -0.6212 -1.9833 -0.3 -0.3 -0.1
H 3.0537 -2.3665 -1.6549 -0.1 0.1 -0.3
H 1.7194 3.9436 -2.3876 0.9 -0.5 -0.5
O 2.4171 3.4819 -2.9145 -1.1 1.0 -0.1
H 2.3718 3.9611 -3.7685 0.2 -0.5 0.6
H -1.4679 4.8186 -0.2722 0.3 0.3 -0.2
O -1.0648 5.5112 -0.8224 -0.8 0.2 0.6
H -1.5351 6.3160 -0.5201 0.5 -0.5 -0.4
C -2.3651 2.0295 -2.0088 0.4 0.1 0.2
H -3.3358 2.0117 -2.5209 0.2 0.0 0.1
H -2.2267 2.9924 -1.4904 0.0 -0.3 -0.4
H -1.5491 1.8737 -2.7341 -0.3 0.3 0.2
C -3.8295 0.8615 0.1684 0.3 0.1 0.0
H -3.7342 1.8003 0.7345 -0.3 -0.3 -0.1
H -4.6936 0.9166 -0.5046 0.2 0.0 0.1
H -3.9502 0.0167 0.8629 0.0 0.4 -0.2
C 2.2398 -2.7455 0.9956 -0.2 0.2 0.4
H 3.1577 -3.3214 0.8099 -0.2 0.2 -0.1
H 2.1190 -2.5432 2.0725 0.0 -0.3 -0.4
H 1.3608 -3.3048 0.6319 0.3 0.1 0.2
C 3.8022 -0.3275 0.6854 -0.2 0.3 0.2
H 3.7064 -0.0875 1.7563 0.2 0.1 -0.4
H 4.6834 -0.9565 0.5174 -0.2 0.1 0.0
H 3.8794 0.6032 0.1018 0.2 -0.2 0.3
C -1.5225 2.2867 2.4333 0.0 0.1 -0.3
C -0.4305 1.9163 3.4491 -0.7 -0.5 0.9
C 0.9064 2.4774 2.9126 -0.1 -0.2 -0.1
C -0.7901 2.5485 4.7884 -0.1 0.7 -0.1
P -0.3172 -0.0528 3.6119 1.7 -0.6 -2.9
N 0.3986 -0.3619 2.2448 -0.5 -0.4 -0.7
C 0.8170 -0.4982 5.0515 -0.7 0.2 0.3
C 0.0838 -0.2498 6.3804 0.3 0.0 0.2
C 1.2621 -1.9711 4.9912 0.0 0.0 0.1
C 2.0957 0.3491 5.0027 0.2 0.0 0.1
C -1.9107 -1.2159 3.5976 0.0 1.0 0.3
C -3.0876 -0.3778 4.0990 -0.6 -0.3 0.0
C -2.1882 -1.6903 2.1503 0.2 0.3 -0.1
C -1.8002 -2.4769 4.4557 -0.2 -0.1 -0.1
H -1.4989 3.3841 2.2799 0.0 -0.4 0.2
H -2.5362 2.0207 2.7703 0.4 0.2 -0.2
H -1.3347 1.8386 1.4360 -0.1 0.1 0.6
H 0.7788 3.5473 2.6824 -0.1 -0.2 0.1
H 1.7227 2.3917 3.6339 -0.2 0.1 -0.3
H 1.2046 1.9543 1.9900 -0.1 0.1 0.4
H -1.7241 2.1337 5.1945 0.3 0.2 0.0
H 0.0131 2.4496 5.5225 -0.2 0.0 -0.1
H -0.9303 3.6273 4.6252 -0.1 -0.1 0.2
H -0.8175 -0.8696 6.4772 0.3 0.2 0.1
H 0.7812 -0.5191 7.1892 -0.3 0.1 0.0
H -0.1994 0.8028 6.5026 0.1 -0.4 0.1
H 1.7333 -2.2102 4.0278 -0.2 0.0 0.3
H 2.0044 -2.1109 5.7927 -0.1 0.0 -0.3
H 0.4418 -2.6634 5.2032 0.4 0.2 -0.2
H 2.5904 0.2653 4.0225 -0.2 0.2 0.3
H 1.9235 1.4008 5.2655 0.1 -0.3 -0.2
H 2.7860 -0.0504 5.7615 -0.2 0.1 -0.2
H -3.3093 0.4746 3.4411 0.1 -0.3 0.3
H -3.9823 -1.0246 4.1090 0.1 0.3 0.1
H -2.9124 -0.0129 5.1231 -0.1 -0.1 -0.3
H -1.4079 -2.3811 1.7890 -0.2 0.3 0.2
H -3.1639 -2.2134 2.1095 0.4 0.2 0.1
H -2.2352 -0.8308 1.4497 0.0 -0.4 0.4
H -1.0103 -3.1471 4.0988 -0.2 0.2 0.1
H -1.6763 -2.2535 5.5202 0.0 -0.2 -0.3
H -2.7448 -3.0293 4.3549 0.1 0.1 0.0
```
Forces are in eV/Å.

Calculated values
- frontier orbital gap (eV) = 6.74
- energy above the lowest of the compared OMol25 structures with the same formula, charge and spin (eV) = 0.000
- E (Eh) = -2390.3533
- charge = +1

---

[4]
C5H4CuO5 | ωB97M-V with the def2-TZVPD basis set

```
15
Properties=species:S:1:pos:R:3:forces:R:3
O 0.0309 -2.9589 -0.0012 -0.2 4.5 0.1
C 0.0188 -1.8107 -0.0006 0.6 -8.7 -0.3
Cu 0.0000 0.0000 0.0000 0.7 0.0 0.4
O -2.5636 -0.0260 -1.4793 4.2 0.0 2.5
C -1.5661 -0.0158 -0.9038 -8.0 -0.1 -5.1
C 1.5660 0.0159 -0.9038 7.7 0.2 -4.2
O 2.5634 0.0257 -1.4795 -4.3 -0.1 2.4
C -0.0187 1.8108 0.0004 0.1 8.4 1.0
O -0.0308 2.9590 0.0008 0.0 -4.6 -0.2
C 0.2655 -0.1135 2.6619 2.0 0.5 2.7
O -0.6811 -0.5211 1.7111 -2.7 1.1 0.9
H 1.2461 -0.5726 2.4210 -0.6 0.2 0.1
H -0.0397 -0.4695 3.6690 0.2 0.3 -0.6
H 0.3747 0.9929 2.6685 0.0 -0.6 0.1
H -1.4873 0.0352 1.8737 0.4 -1.0 0.2
```
Forces are in eV/Å.

Calculated values
- frontier orbital gap (spin up / spin down) (eV) = 10.11 / 9.16
- E (Eh) = -2208.7610
- ⟨S²⟩ = 0.76
- charge = +2
- multiplicity = 2